Record 1
8
Properties=species:S:1:pos:R:3:mulliken_charge:R:1 method="wB97M-V/def2-TZVPD" e_lumo_ev="-1.655 / -1.656" de_lowest_ev=3.487 orbital_gap_ev="8.705 / 8.701" e_tot_ha=-656.174521 homo_energy_ev="-10.36 / -10.36" mol_weight_g_mol=100.0 total_charge=0
C 1.03977 -0.07640 -0.05175 -0.67
O -0.18826 -0.66679 0.20584 -0.08
F -1.16809 2.12954 -0.00191 -0.69
F -2.50533 -1.05151 0.40814 -0.20
P -1.48155 -0.36202 -0.61735 0.70
H 1.78994 -0.44742 0.75086 0.23
H 1.02188 1.02299 0.14280 0.34
H 1.49164 -0.54839 -0.83664 0.36


Record 2
48
Properties=species:S:1:pos:R:3:mulliken_charge:R:1 method="wB97M-V/def2-TZVPD" e_lumo_ev=0.476 smiles="COc1ccc(NC(=O)CSc2nnc(Cn3nnc4ccccc43)n2C)cc1" de_lowest_ev=2.305 orbital_gap_ev=8.332 e_tot_ha=-1667.383808 homo_energy_ev=-7.86 mol_weight_g_mol=409.5 total_charge=0
C 5.13634 2.18399 0.68839 -0.94
O 4.33446 1.94266 -0.44139 -0.43
C 2.98700 2.13088 -0.33193 0.47
C 2.32989 2.56709 0.81131 -0.50
C 0.95228 2.71010 0.81843 -0.78
C 0.21029 2.40510 -0.31372 0.02
N -1.18722 2.48304 -0.37138 -0.11
C -2.05877 2.78804 0.61615 0.59
O -1.77718 3.21233 1.71535 -0.65
C -3.50943 2.52797 0.20769 -0.79
S -3.99195 0.83718 0.70046 -0.19
C -2.98780 -0.08798 -0.37065 0.59
N -2.43201 0.32832 -1.48304 -0.48
N -1.68705 -0.67582 -1.96569 -0.66
C -1.80806 -1.69515 -1.16472 0.78
C -1.07841 -2.98635 -1.29655 -1.40
N -0.04702 -3.06723 -0.29618 0.76
N -0.24747 -3.72602 0.85749 -0.65
N 0.75750 -3.61086 1.61990 -0.68
C 1.69680 -2.84362 0.99913 0.43
C 2.96636 -2.42142 1.39490 -0.80
C 3.66715 -1.64143 0.50770 -0.52
C 3.14002 -1.27234 -0.73945 -0.61
C 1.88820 -1.66826 -1.14989 -0.65
C 1.17557 -2.46748 -0.26435 1.19
N -2.63131 -1.37910 -0.11697 0.16
C -3.05717 -2.19917 0.98213 -0.85
C 0.86968 1.97213 -1.46455 -0.13
C 2.23899 1.84613 -1.47597 -0.46
H 4.85323 1.53837 1.52630 0.35
H 6.15558 1.95265 0.38210 0.24
H 5.08420 3.23104 1.00363 0.37
H 2.87512 2.80259 1.71122 0.40
H 0.45197 3.05167 1.70925 0.52
H -1.58022 2.06040 -1.21174 0.36
H -3.68262 2.62925 -0.86178 0.34
H -4.17366 3.17665 0.77708 0.44
H -1.75145 -3.83472 -1.14486 0.39
H -0.63213 -3.03248 -2.29250 0.41
H 3.36359 -2.70682 2.35519 0.43
H 4.65639 -1.29559 0.76799 0.45
H 3.74079 -0.65435 -1.38756 0.39
H 1.47304 -1.37050 -2.09951 0.37
H -2.25995 -2.88953 1.26357 0.37
H -3.94890 -2.76676 0.70732 0.29
H -3.29941 -1.55272 1.82555 0.34
H 0.29582 1.72446 -2.34546 0.36
H 2.75702 1.52418 -2.36516 0.48


Record 3
16
Properties=species:S:1:pos:R:3:mulliken_charge:R:1 method="wB97M-V/def2-TZVPD" e_lumo_ev=0.757 de_lowest_ev=2.588 orbital_gap_ev=9.384 e_tot_ha=-685.923844 homo_energy_ev=-8.63 mol_weight_g_mol=119.2 total_charge=0
C -0.09272 1.50521 -0.49176 -0.75
C 0.93173 1.44685 0.66542 -0.58
C -0.15258 -0.84048 -0.43627 0.15
C -0.87175 -2.00141 0.21655 -1.37
N -1.02543 0.34829 -0.34950 -0.47
O 2.31698 -0.10749 -0.72658 -0.61
S 1.48156 -0.29451 0.45406 0.39
H -0.69986 2.32561 -0.56832 0.41
H 0.55799 1.41038 -1.36077 0.38
H 1.85788 1.97948 0.54052 0.38
H 0.23565 1.69208 1.46952 0.33
H 0.15574 -1.05952 -1.43359 0.40
H -0.90732 -1.88972 1.35081 0.31
H -0.41573 -2.97314 0.06042 0.37
H -1.95736 -1.89793 0.01849 0.38
H -1.41475 0.35630 0.59100 0.27


Record 4
129
Properties=species:S:1:pos:R:3:mulliken_charge:R:1 method="wB97M-V/def2-TZVPD" s2=0.7550 e_lumo_ev="-3.298 / -4.486" de_lowest_ev=1.567 orbital_gap_ev="6.521 / 5.548" e_tot_ha=-10043.573430 homo_energy_ev="-9.82 / -10.03" mol_weight_g_mol=1437.0 spin_multiplicity=2 total_charge=+1
Ta -0.11117 -0.88830 0.04611 -0.32
O -0.66326 -1.12713 2.07473 0.27
S 0.49630 -2.08248 2.37991 1.11
O 1.13239 -1.96808 3.63605 -0.74
O 1.44828 -1.78735 1.17444 -0.22
C -0.35590 -3.66111 2.32269 0.03
C 0.07229 -4.64193 3.17447 -0.24
C -0.73846 -5.76939 3.37200 -1.00
C -1.96403 -5.86599 2.76894 -0.72
C -2.41773 -4.86849 1.89284 -0.79
C -1.63317 -3.76939 1.66858 -0.07
S -1.88286 -2.92789 0.08844 0.72
O -2.21465 -1.44097 0.06843 0.74
O -2.71373 -3.74029 -0.71907 -0.70
O -0.37849 -2.90918 -0.32562 -0.44
H 1.01053 -4.52705 3.70109 0.63
H -0.39492 -6.56255 4.02197 0.49
H -2.58047 -6.73798 2.93945 0.47
H -3.36028 -4.97061 1.37244 0.61
I -0.44331 1.52608 -2.26083 0.08
C -0.67811 -0.63014 -2.13870 -1.33
H -0.09480 -0.93957 -2.99729 0.59
H -1.73926 -0.82426 -2.30013 0.95
C 2.25004 3.15781 2.31839 -1.38
Si 2.03372 3.18759 0.44509 1.30
C 3.53438 4.09753 -0.20916 -1.22
C 0.62942 4.34643 0.05489 -1.08
Ge 1.79770 0.90268 -0.46736 0.60
Si 3.03941 1.52945 -2.56345 1.47
C 4.90346 1.65426 -2.40233 -1.17
C 2.41499 3.15709 -3.28518 -1.30
C 2.75769 0.28779 -3.93778 -1.27
Si 4.23405 0.44507 0.99262 1.20
C 5.01900 -0.95522 0.04109 -0.99
C 3.85419 -0.06667 2.74215 -1.32
C 5.45493 1.83077 1.18626 -1.35
H 3.12682 3.74626 2.59636 0.51
H 2.36849 2.16168 2.74574 0.04
H 1.38896 3.62248 2.80468 0.72
H 3.69427 4.92139 0.49115 0.46
H 3.33617 4.52879 -1.18796 0.36
H 4.45945 3.52823 -0.28031 0.08
H 1.01063 5.36793 0.13211 0.62
H -0.19688 4.22826 0.75242 0.11
H 0.21606 4.21669 -0.94581 0.16
H 5.23621 2.66814 -2.18295 0.43
H 5.32708 1.36619 -3.36733 0.47
H 5.33131 0.98643 -1.65354 0.03
H 1.53503 3.57782 -2.80015 0.27
H 2.12372 2.95808 -4.31882 0.45
H 3.18975 3.92287 -3.28736 0.43
H 3.09887 -0.71895 -3.69933 0.29
H 3.31350 0.62776 -4.81641 0.54
H 1.70329 0.22688 -4.21442 0.26
H 4.56629 -1.14656 -0.93103 0.08
H 4.94095 -1.87236 0.62828 0.42
H 6.07894 -0.73315 -0.10679 0.71
H 2.87570 -0.50174 2.91268 0.15
H 3.95868 0.78755 3.41197 0.52
H 4.59752 -0.81916 3.02458 0.47
H 6.02036 2.06208 0.28344 0.38
H 6.14970 1.47083 1.95219 0.46
H 5.00537 2.75432 1.54979 0.28
C 1.93773 -6.55597 -4.51472 -0.93
C 0.67723 -5.88839 -5.06160 -0.65
C 0.45742 -4.45657 -4.55876 -0.65
C -0.23437 -4.35667 -3.20728 -0.46
N 0.58156 -4.82886 -2.08493 1.56
C 1.57417 -4.13397 -1.50480 -1.31
Se 2.15821 -2.41021 -2.01544 -0.29
N 2.02902 -4.84717 -0.45553 1.44
C 3.08830 -4.44549 0.46646 0.10
C 4.35054 -5.29673 0.36702 -0.81
C 5.23592 -4.99700 -0.84557 -0.39
C 4.71815 -5.56987 -2.16270 -0.85
C 1.26832 -5.99993 -0.32010 0.61
C 1.30457 -7.02638 0.61704 -0.86
C 0.37803 -8.04138 0.46656 -0.99
C -0.56020 -8.02699 -0.57711 -0.97
C -0.59837 -6.99931 -1.50124 -0.80
C 0.33819 -5.98384 -1.35093 0.58
H 2.09097 -7.53173 -4.97632 0.45
H 1.89137 -6.71272 -3.43595 0.07
H 2.81751 -5.94510 -4.72584 0.29
H -0.19928 -6.50024 -4.82449 0.25
H 0.75117 -5.85769 -6.14994 0.42
H -0.17135 -3.91127 -5.26643 0.55
H 1.41338 -3.93032 -4.50744 0.07
H -1.14946 -4.94869 -3.20269 0.77
H -0.51702 -3.32622 -2.99191 -0.70
H 2.67357 -4.49758 1.47725 -0.10
H 3.30843 -3.40334 0.24466 -0.61
H 4.08304 -6.35759 0.36605 0.36
H 4.91984 -5.11483 1.28211 0.58
H 6.22443 -5.41565 -0.64660 0.49
H 5.36013 -3.91453 -0.94319 -0.06
H 4.50503 -6.63746 -2.07016 0.30
H 5.46053 -5.44675 -2.95154 0.55
H 3.81247 -5.06649 -2.49917 -0.13
H 2.02851 -7.03929 1.42040 0.59
H 0.38273 -8.86996 1.16161 0.48
H -1.26522 -8.84200 -0.66519 0.46
H -1.32776 -6.99114 -2.29886 0.47
O -0.99955 0.90953 0.57110 -1.30
C -2.12985 1.35067 1.34348 2.54
C -3.46284 0.79190 0.82498 0.07
C -3.87690 0.91890 -0.46873 -0.47
C -5.11966 0.29485 -0.74080 -1.03
C -5.65129 -0.28820 0.36779 -0.56
S -4.63936 -0.07687 1.72236 -0.14
C -1.74657 1.14075 2.81767 -1.35
C -0.49956 1.48416 3.25124 0.63
C -0.29346 1.28493 4.63825 -0.77
C -1.41099 0.80233 5.24884 -0.75
S -2.68700 0.58778 4.14336 -0.17
C -2.27458 2.86987 1.17609 -0.12
C -2.35601 3.61105 0.03255 -0.45
C -2.64408 4.97940 0.26928 -0.66
C -2.79080 5.25007 1.59684 -0.59
S -2.56381 3.85911 2.54611 -0.11
H -3.31019 1.44917 -1.21941 0.43
H -5.59774 0.29787 -1.70917 0.44
H -6.58501 -0.81607 0.47059 0.52
H 0.24491 1.87136 2.57091 -0.55
H 0.63153 1.49881 5.15309 0.43
H -1.55944 0.56745 6.29011 0.52
H -2.18163 3.21436 -0.95139 0.31
H -2.74077 5.71887 -0.51186 0.44
H -3.01756 6.19324 2.06639 0.49


Record 5
13
Properties=species:S:1:pos:R:3:mulliken_charge:R:1 method="wB97M-V/def2-TZVPD" e_lumo_ev=-0.761 smiles="[H]/N=C(/C=O)NC(=O)C#C" de_lowest_ev=7.884 orbital_gap_ev=9.423 e_tot_ha=-452.648530 homo_energy_ev=-10.18 mol_weight_g_mol=124.1 total_charge=0
H -1.53246 -2.19246 -1.31191 0.29
N -1.51806 -1.20416 -0.77139 -0.49
C -0.60468 -0.66758 -0.17470 0.33
C -1.30902 0.34954 0.68886 -0.15
O -0.77380 0.47472 1.95624 -0.51
N 0.78876 -1.11139 0.03554 -0.23
C 1.79985 -0.27577 0.05091 0.75
O 2.82708 -0.60270 0.65662 -0.60
C 1.30907 1.01694 -0.54641 -0.17
C 0.43403 2.12329 -0.59873 -0.26
H -2.18759 1.03868 0.34006 0.34
H 0.84954 -2.02659 0.81683 0.37
H -0.08273 3.07749 -1.14193 0.32


Record 6
70
Properties=species:S:1:pos:R:3:mulliken_charge:R:1 method="wB97M-V/def2-TZVPD" e_lumo_ev=1.328 orbital_gap_ev=5.894 e_tot_ha=-56540.208312 homo_energy_ev=-4.57 mol_weight_g_mol=2078.9 total_charge=-1
O 2.31568 -1.93182 2.84629 -0.56
C 1.36362 -1.20475 2.89178 0.62
Cl 0.42112 -1.13452 4.42951 -0.25
C 0.87526 -0.36795 1.80196 -0.54
P -0.39088 -1.48793 0.76550 1.25
C -0.73767 -0.03956 -0.46789 -1.03
C 0.47847 0.53799 -1.19161 -0.52
C 1.15578 -0.49452 -2.12428 0.10
S 1.46572 0.07271 -3.81706 -0.10
C -1.62815 -2.61250 -0.21623 -0.57
C -1.78764 -4.00732 0.37372 -0.85
C -0.55685 -4.91682 0.22390 -0.65
S 0.05774 -5.12346 -1.43640 1.16
O 0.50520 -6.47398 -1.64670 -0.67
O 1.05329 -4.10453 -1.68225 -0.54
O -1.15045 -4.85046 -2.43903 -0.45
H 1.76718 -0.10073 1.23356 0.04
H 0.37010 0.50749 2.21820 0.25
H 0.69520 -2.02139 -0.04452 -0.28
H -0.14898 -2.58775 1.72957 -0.22
H -1.47225 -1.00762 1.63652 -0.41
H -1.22538 0.76058 0.10025 0.04
H -1.47096 -0.36951 -1.20392 0.61
H 0.12262 1.34739 -1.84476 0.51
H 1.19645 1.01957 -0.52263 0.16
H 0.52085 -1.37767 -2.20065 -0.50
H 2.07664 -0.84705 -1.65890 0.47
H 2.69294 0.58692 -3.64082 -0.09
H -2.60089 -2.10837 -0.15862 0.18
H -1.31623 -2.64816 -1.26101 0.03
H -2.07904 -3.95888 1.42603 0.42
H -2.60908 -4.52413 -0.14245 0.46
H -0.83470 -5.92406 0.54166 0.37
H 0.30044 -4.55903 0.79413 0.38
H -1.01144 -3.96049 -2.79941 0.32
C -4.99436 0.82869 0.08495 -0.36
Br -6.28213 2.25405 0.29676 -0.11
Br -3.66301 1.22520 -1.23566 0.01
Br -4.17523 0.37661 1.75678 -0.01
H -5.54700 -0.03631 -0.25098 0.43
C 5.21553 1.18948 2.64378 -0.21
Br 3.90231 2.55552 2.96557 0.01
Br 6.39054 1.66804 1.19514 -0.01
Br 6.19999 0.76588 4.24141 -0.03
H 4.68375 0.29669 2.34673 0.21
C 5.46697 2.24410 -4.73723 -0.34
Br 5.02315 4.09934 -4.98963 -0.01
Br 4.83725 1.59117 -3.04377 0.04
Br 4.82597 1.15555 -6.18717 -0.01
H 6.54430 2.17095 -4.72960 0.33
C -2.11271 4.53741 2.21867 -0.22
Br -2.83157 3.59947 3.73629 0.02
Br -0.68104 3.54815 1.39965 0.12
Br -3.47268 4.99725 0.94055 0.00
H -1.69123 5.46311 2.57674 0.10
C 0.45696 6.93224 -0.20824 -0.14
Br -0.02505 7.40056 1.59586 0.00
Br -1.03045 7.08735 -1.40895 0.01
Br 1.97070 7.95774 -0.80668 -0.05
H 0.75388 5.89231 -0.20047 0.17
C -4.56538 2.12213 7.07425 -0.30
Br -5.26979 1.15589 8.58463 -0.07
Br -3.10893 1.18205 6.24733 -0.01
Br -5.94420 2.54930 5.80371 -0.01
H -4.17404 3.05623 7.44996 0.36
C 1.00087 -3.94469 -5.46432 0.21
Br 2.23978 -3.14919 -6.70356 -0.05
Br -0.82221 -3.50550 -5.90563 -0.05
Br 1.26148 -5.84067 -5.30915 -0.02
H 1.20386 -3.51377 -4.49116 -0.13


Please write out number 3 again, unchanged.
16
Properties=species:S:1:pos:R:3:mulliken_charge:R:1 method="wB97M-V/def2-TZVPD" e_lumo_ev=0.757 de_lowest_ev=2.588 orbital_gap_ev=9.384 e_tot_ha=-685.923844 homo_energy_ev=-8.63 mol_weight_g_mol=119.2 total_charge=0
C -0.09272 1.50521 -0.49176 -0.75
C 0.93173 1.44685 0.66542 -0.58
C -0.15258 -0.84048 -0.43627 0.15
C -0.87175 -2.00141 0.21655 -1.37
N -1.02543 0.34829 -0.34950 -0.47
O 2.31698 -0.10749 -0.72658 -0.61
S 1.48156 -0.29451 0.45406 0.39
H -0.69986 2.32561 -0.56832 0.41
H 0.55799 1.41038 -1.36077 0.38
H 1.85788 1.97948 0.54052 0.38
H 0.23565 1.69208 1.46952 0.33
H 0.15574 -1.05952 -1.43359 0.40
H -0.90732 -1.88972 1.35081 0.31
H -0.41573 -2.97314 0.06042 0.37
H -1.95736 -1.89793 0.01849 0.38
H -1.41475 0.35630 0.59100 0.27